# 1
The following is a DFT calculation (the ωB97M-V functional and the def2-TZVPD basis) of a molecular structure, C46H52BF2N6O4PbSTe.

```
114
Properties=species:S:1:pos:R:3
Pb -1.414 -0.184 0.252
C 2.839 1.074 5.633
C 1.305 1.118 5.667
C 0.679 0.339 4.552
C 0.280 -0.945 4.562
C 0.394 -1.935 5.679
C 1.656 -2.805 5.557
C -0.178 -1.258 3.197
N -0.137 -0.141 2.420
C 0.452 0.843 3.180
C 0.957 2.047 2.781
C 1.046 2.595 1.465
C 2.052 3.364 0.927
C 3.138 4.020 1.732
C 4.320 3.110 2.093
C 1.830 3.448 -0.490
C 0.671 2.787 -0.794
C 0.213 2.364 -2.156
C 0.343 0.907 -2.484
N -0.054 -0.118 -1.696
C 0.135 -1.279 -2.427
C -0.112 -2.596 -1.986
C -0.372 -3.052 -0.725
N -0.472 -2.236 0.384
C -0.556 -3.019 1.467
C -0.491 -2.540 2.800
C -0.567 -4.408 1.064
C -0.449 -4.426 -0.300
C -0.423 -5.607 -1.218
C 0.995 -6.055 -1.603
C -0.629 -5.577 2.002
C 0.764 -6.071 2.420
C 0.623 -0.953 -3.712
C 0.763 0.429 -3.750
C 1.233 1.244 -4.920
C 2.757 1.385 -5.001
C 0.920 -1.931 -4.809
C 2.243 -2.682 -4.604
N 0.083 2.365 0.428
C 2.789 4.070 -1.460
C 3.970 3.140 -1.767
H 3.266 1.676 6.439
H 3.218 1.456 4.683
H 3.197 0.048 5.741
H 0.974 2.156 5.614
H 0.961 0.718 6.622
H -0.486 -2.583 5.694
H 0.417 -1.402 6.632
H 1.680 -3.307 4.589
H 1.689 -3.561 6.345
H 2.553 -2.187 5.637
H 1.525 2.592 3.529
H 2.692 4.396 2.657
H 3.505 4.894 1.188
H 3.966 2.198 2.577
H 5.010 3.621 2.768
H 4.878 2.815 1.202
H 0.823 2.920 -2.861
H -0.027 -3.360 -2.753
H -0.544 -3.286 3.583
H -0.969 -5.357 -2.130
H -0.950 -6.442 -0.750
H 1.524 -5.254 -2.125
H 0.956 -6.927 -2.261
H 1.580 -6.321 -0.723
H -1.177 -6.392 1.523
H -1.191 -5.298 2.896
H 1.312 -6.443 1.555
H 0.694 -6.880 3.154
H 1.343 -5.253 2.855
H 0.776 2.236 -4.886
H 0.876 0.773 -5.840
H 3.146 1.833 -4.089
H 3.054 2.015 -5.846
H 3.228 0.407 -5.117
H 0.956 -1.401 -5.763
H 0.101 -2.653 -4.878
H 3.079 -1.979 -4.580
H 2.415 -3.399 -5.411
H 2.240 -3.219 -3.653
H 3.168 5.002 -1.036
H 2.266 4.332 -2.382
H 4.495 2.872 -0.849
H 4.680 3.606 -2.454
H 3.609 2.211 -2.208
C -6.091 2.467 0.798
C -5.965 1.041 0.380
N -4.900 0.426 -0.088
C -5.280 -0.874 -0.338
C -6.619 -1.031 -0.004
N -7.011 0.194 0.450
C -7.682 -2.079 -0.004
O -7.409 -3.235 -0.519
O -8.770 -1.791 0.471
C -4.329 -1.910 -0.900
O -4.850 -3.001 -1.263
O -3.099 -1.699 -0.990
H -5.699 3.128 0.027
H -5.531 2.656 1.713
H -7.139 2.712 0.980
H -7.953 0.376 0.753
H -6.416 -3.218 -0.888
F -1.744 3.948 0.192
B -1.139 2.992 0.890
F -1.679 2.748 2.080
Te -1.803 2.922 -2.935
C -1.131 4.884 -3.331
C -0.208 5.287 -4.254
C 0.099 6.676 -4.178
C -0.606 7.312 -3.202
S -1.621 6.219 -2.360
H 0.232 4.615 -4.982
H 0.809 7.173 -4.829
H -0.566 8.355 -2.919
```

Calculated values
M: 1168.6 g/mol
Kohn-Sham gap: 5.39 eV
Charge: -1
Highest occupied orbital energy: -3.744 eV
Energy relative to the best compared isomer or geometry (same formula, charge and spin): 133.4 kJ/mol
LUMO: 1.644 eV

# 2
The following is a DFT calculation (the ωB97M-V functional and the def2-TZVPD basis) of a molecular structure, C46H52BrCrN5O3.

```
108
Properties=species:S:1:pos:R:3
Cr 0.021 -0.462 -0.213
O -2.365 -2.019 4.590
C -1.578 -3.094 4.371
C -1.516 -4.078 5.344
C -0.690 -5.189 5.189
C 0.092 -5.308 4.046
C 0.021 -4.336 3.060
C -0.828 -3.227 3.173
C -0.868 -2.217 2.140
O -0.262 -2.537 0.945
N -1.297 -1.004 2.423
N -1.061 -0.023 1.559
C -1.610 1.148 1.880
C -1.454 2.354 1.136
C -2.051 3.532 1.620
C -1.917 4.754 0.981
C -1.166 4.829 -0.188
C -0.580 3.681 -0.707
C -0.712 2.433 -0.085
O -0.154 1.393 -0.651
H -2.146 -1.366 3.869
H -2.123 -3.948 6.232
H -0.648 -5.943 5.966
H 0.761 -6.151 3.922
H 0.652 -4.401 2.186
H -2.219 1.174 2.782
H -2.626 3.467 2.539
H -2.390 5.639 1.392
H -1.029 5.780 -0.692
H 0.005 3.713 -1.619
C 4.553 -0.639 -4.609
C 3.113 -0.215 -4.560
C 2.278 -0.235 -5.674
C 0.968 0.201 -5.578
C 0.540 0.620 -4.321
Br -1.222 1.336 -4.155
N 1.279 0.595 -3.250
C 2.548 0.216 -3.365
H 4.883 -0.796 -5.636
H 4.705 -1.568 -4.057
H 5.197 0.115 -4.153
H 2.658 -0.589 -6.627
H 0.302 0.229 -6.427
H 3.126 0.246 -2.449
C 0.211 -5.974 0.101
C 0.365 -4.738 -0.790
C 1.383 -5.015 -1.901
C -0.986 -4.322 -1.348
C -1.565 -5.186 -2.265
C -2.790 -4.923 -2.856
C -3.456 -3.776 -2.476
C -2.940 -2.870 -1.551
C -3.913 -1.728 -1.226
C -3.599 -0.767 -0.089
C -4.194 -0.902 -2.493
C -1.658 -3.116 -0.988
N -1.120 -2.112 -0.201
C 1.664 -1.411 -0.819
C 2.488 -0.835 0.098
N 1.978 0.199 0.801
C 2.682 0.713 1.877
C 3.166 2.044 1.790
C 3.899 2.585 2.835
C 4.159 1.854 3.987
C 3.652 0.571 4.094
C 2.909 -0.007 3.068
C 2.295 -1.377 3.288
C 3.354 -2.471 3.427
C 1.369 -1.372 4.506
C 2.926 2.829 0.516
C 4.135 2.705 -0.414
C 2.581 4.293 0.769
H 1.169 -6.260 0.546
H -0.156 -6.821 -0.486
H -0.495 -5.794 0.910
H 0.768 -3.920 -0.203
H 1.137 -5.915 -2.473
H 2.376 -5.160 -1.466
H 1.438 -4.175 -2.594
H -1.030 -6.089 -2.535
H -3.216 -5.601 -3.586
H -4.446 -3.585 -2.878
H -4.842 -2.244 -0.947
H -2.748 -0.128 -0.314
H -3.385 -1.275 0.849
H -4.469 -0.117 0.054
H -3.254 -0.580 -2.944
H -4.770 -0.008 -2.241
H -4.751 -1.460 -3.247
H 1.972 -2.240 -1.447
H 3.523 -1.168 0.309
H 4.283 3.596 2.749
H 4.734 2.289 4.798
H 3.829 0.003 5.002
H 1.690 -1.610 2.409
H 4.002 -2.284 4.289
H 3.983 -2.520 2.536
H 2.877 -3.445 3.566
H 1.930 -1.177 5.425
H 0.866 -2.334 4.613
H 0.603 -0.600 4.405
H 2.081 2.349 0.019
H 5.023 3.160 0.038
H 3.944 3.198 -1.372
H 4.358 1.653 -0.607
H 3.414 4.838 1.225
H 1.712 4.383 1.422
H 2.336 4.791 -0.172
```

Calculated values
M: 854.9 g/mol
Kohn-Sham gap (spin up / spin down): 3.56 / 5.08 eV
Charge: -2
Highest occupied orbital energy (spin up / spin down): 0.485 / -1.035 eV
Energy relative to the best compared isomer or geometry (same formula, charge and spin): 477.0 kJ/mol
LUMO (spin up / spin down): 4.047 / 4.046 eV
2S+1: 5

# 3
The following is a DFT calculation (the ωB97M-V functional and the def2-TZVPD basis) of a molecular structure, C46H52LaN9O5S3Si.

```
117
Properties=species:S:1:pos:R:3
La -2.511 21.801 -1.221
C -6.619 20.816 0.692
N -6.249 19.798 -0.261
C -6.771 19.924 -1.586
C -7.235 18.593 -2.213
N -7.557 18.698 -3.611
C -7.086 17.529 -4.352
C -8.477 19.513 -4.243
C -9.844 19.124 -4.221
C -10.766 19.870 -4.923
C -10.382 20.997 -5.718
C -9.063 21.386 -5.737
C -8.052 20.634 -5.107
S -6.480 20.790 -5.666
C -5.101 19.155 0.092
C -5.108 18.531 1.381
C -3.917 18.012 1.923
C -2.683 18.126 1.271
C -2.699 18.605 -0.059
C -3.872 19.059 -0.698
S -3.572 19.406 -2.315
H -6.314 20.582 1.696
H -7.736 20.896 0.709
H -6.246 21.808 0.402
H -5.973 20.330 -2.271
H -7.573 20.666 -1.621
H -8.091 18.235 -1.606
H -6.463 17.834 -2.086
H -7.516 16.609 -3.945
H -5.997 17.479 -4.286
H -7.463 17.664 -5.402
H -10.080 18.288 -3.563
H -11.845 19.664 -4.861
H -11.097 21.520 -6.366
H -8.766 22.284 -6.285
H -6.018 18.356 1.970
H -3.959 17.403 2.821
H -1.750 17.930 1.823
H -1.800 18.547 -0.692
C 2.976 23.650 2.997
C 2.360 23.090 1.770
N 0.965 22.829 1.985
C 0.119 22.306 1.054
S -1.523 22.221 1.541
N 0.731 21.847 -0.058
N -0.002 21.527 -1.147
C 0.667 21.058 -2.202
C 2.012 20.438 -1.933
C -0.014 21.081 -3.463
C 0.307 20.350 -4.678
C -0.530 20.444 -5.780
C -1.720 21.212 -5.733
C -1.986 21.907 -4.518
N -1.263 21.716 -3.452
H 3.124 22.859 3.736
H 2.368 24.520 3.409
H 3.990 23.966 2.829
H 2.813 22.121 1.463
H 2.490 23.791 0.899
H 0.556 22.911 2.889
H 2.839 21.102 -2.265
H 2.156 19.502 -2.466
H 2.011 20.228 -0.856
H 1.268 19.857 -4.685
H -0.274 20.014 -6.741
H -2.380 21.320 -6.597
H -2.774 22.657 -4.437
C -3.860 27.490 -7.923
Si -3.094 26.001 -7.051
C -1.486 25.710 -8.001
C -2.608 26.381 -5.224
N -3.966 24.505 -7.138
C -5.241 24.271 -7.346
C -6.353 25.000 -6.703
C -7.533 25.111 -7.416
C -7.665 24.552 -8.725
C -6.754 23.582 -9.183
C -5.623 23.314 -8.451
O -4.728 22.316 -8.597
C -4.964 21.250 -9.475
C -5.174 20.020 -8.883
C -5.414 18.931 -9.662
C -5.589 19.077 -11.060
C -5.393 20.328 -11.627
C -5.111 21.416 -10.817
H -3.091 27.874 -8.640
H -4.055 28.278 -7.178
H -4.855 27.329 -8.504
H -1.010 26.603 -8.227
H -1.651 25.106 -8.882
H -0.709 25.170 -7.417
H -2.037 25.460 -4.958
H -3.544 26.600 -4.689
H -1.957 27.247 -5.290
H -6.121 25.616 -5.784
H -8.330 25.714 -6.991
H -8.420 24.921 -9.418
H -6.892 23.108 -10.166
H -5.175 19.999 -7.765
H -5.527 17.916 -9.181
H -5.897 18.216 -11.615
H -5.537 20.509 -12.672
H -4.900 22.394 -11.262
O -5.644 26.142 1.392
C -4.602 26.752 0.809
O -4.253 27.898 1.090
C -3.722 25.971 -0.073
C -2.470 26.377 -0.501
N -1.865 25.335 -1.112
N -2.667 24.223 -1.158
C -3.798 24.534 -0.482
C -4.959 23.593 -0.477
O -5.937 23.895 0.203
O -4.873 22.483 -1.095
H -5.898 25.289 0.854
H -2.094 27.387 -0.430
H -0.912 25.329 -1.515
```

Calculated values
M: 1074.2 g/mol
Kohn-Sham gap: 2.82 eV
Charge: -2
Highest occupied orbital energy: -0.541 eV
Energy relative to the best compared isomer or geometry (same formula, charge and spin): 54.3 kJ/mol
LUMO: 2.280 eV

# 4
The following is a DFT calculation (the ωB97M-V functional and the def2-TZVPD basis) of a molecular structure, C46H53BCl2IN2O9.

```
114
Properties=species:S:1:pos:R:3
C 3.655 2.923 0.178
C 2.415 2.909 1.228
C 1.123 3.461 0.447
C 0.210 2.281 -0.216
C -0.319 1.291 0.985
C -1.759 0.655 0.719
C -2.914 0.993 1.784
Cl -3.926 2.416 1.072
C -2.512 1.556 3.215
C -3.790 1.901 4.160
C -3.622 3.402 4.756
O -3.253 3.539 5.957
O -3.903 4.585 4.014
N -3.962 -0.045 1.997
C -3.467 -1.439 2.108
Cl -4.932 -2.489 1.598
C -3.415 -1.762 3.703
O -4.839 -1.807 4.110
C -4.897 -1.580 5.541
C -6.156 -2.263 6.269
C -7.526 -2.183 5.427
C -2.108 -1.763 1.280
I -0.544 -1.586 2.891
C -1.919 -3.316 0.973
C -0.466 -3.975 1.275
O 0.588 -3.773 0.623
C -0.325 -5.136 2.407
C -0.936 -6.522 1.966
C -0.871 -7.778 2.863
C -0.166 -7.597 4.263
C 0.444 -6.218 4.697
C 0.376 -4.949 3.770
N -1.843 -0.785 0.143
C -0.578 -1.046 -0.614
O -0.567 -2.162 -1.515
C 0.595 -2.220 -2.325
C 0.417 -2.883 -3.744
C 1.665 -3.038 -4.689
C 3.094 -2.551 -4.261
C 3.280 -1.882 -2.862
C 2.023 -1.759 -1.967
C -2.925 -0.648 -0.899
B -3.764 -1.830 -1.559
O -3.266 -2.976 -2.312
O -5.231 -1.826 -1.510
H 4.489 3.568 0.615
H 4.007 1.825 0.086
H 3.311 3.294 -0.847
H 2.592 3.635 2.111
H 2.305 1.845 1.624
H 0.456 3.972 1.249
H 1.350 4.285 -0.320
H 0.863 1.663 -0.924
H -0.643 2.826 -0.743
H -0.277 2.026 1.882
H 0.554 0.597 1.190
H -2.037 1.312 -0.200
H -1.989 2.577 3.049
H -1.803 0.938 3.849
H -3.725 1.213 5.067
H -4.797 1.777 3.644
H -4.774 4.967 4.296
H -4.742 0.028 1.322
H -3.038 -2.807 3.964
H -3.010 -0.914 4.347
H -4.927 -0.459 5.833
H -3.925 -2.011 5.990
H -5.949 -3.332 6.640
H -6.338 -1.640 7.230
H -7.380 -2.612 4.381
H -8.310 -2.778 6.035
H -7.902 -1.090 5.395
H -2.610 -3.933 1.673
H -2.160 -3.679 -0.081
H -1.420 -6.640 0.929
H -1.276 -8.794 2.551
H -0.131 -8.527 4.927
H 0.953 -6.190 5.715
H 0.839 -3.953 4.064
H -0.278 -0.160 -1.304
H 0.349 -1.211 0.060
H -0.601 -3.268 -4.093
H 1.535 -3.557 -5.711
H 4.028 -2.655 -4.902
H 4.317 -1.537 -2.496
H 2.178 -1.297 -0.921
H -3.750 0.125 -0.629
H -2.394 -0.124 -1.794
H -4.000 -3.399 -2.806
H -5.533 -2.750 -1.338
C 4.888 7.571 -6.312
C 3.906 7.335 -5.353
C 3.854 6.110 -4.697
C 4.779 5.112 -5.006
C 5.748 5.341 -5.984
C 5.808 6.578 -6.629
C 6.705 4.274 -6.357
O 7.553 4.474 -7.208
C 6.608 2.958 -5.687
C 7.465 1.925 -6.068
C 7.391 0.689 -5.435
C 6.468 0.483 -4.412
C 5.608 1.508 -4.033
C 5.670 2.745 -4.676
C 4.728 3.819 -4.290
O 3.915 3.637 -3.397
H 4.934 8.531 -6.818
H 3.180 8.106 -5.116
H 3.089 5.933 -3.947
H 6.568 6.766 -7.380
H 8.190 2.079 -6.862
H 8.055 -0.115 -5.736
H 6.415 -0.480 -3.913
H 4.887 1.340 -3.238
```

Calculated values
M: 986.6 g/mol
Kohn-Sham gap: 7.09 eV
Charge: +1
Highest occupied orbital energy: -10.878 eV
LUMO: -3.786 eV

In order of appearance, DFT total energy = -3497.552446 -5901.985310 -4168.786884 -3813.560485 Eh.